Entry 1:
DFT (the ωB97M-V functional and the def2-TZVPD basis) results for a cluster of 9 separate species, C37H65F13INO26S2 in total at a distorted geometry.

Cartesian coordinates (Å):
C -1.35765 2.67752 1.52816
C -1.59776 1.85925 0.25610
C -3.00998 1.25508 0.19402
I -3.28028 0.07732 2.01989
N -3.15266 0.48916 -1.03335
C -4.45084 0.65569 -1.70081
C -5.67939 0.55594 -0.78829
C -6.87983 -0.02987 -1.54726
F -6.88715 0.45770 -2.80660
F -6.74683 -1.37622 -1.55237
C -8.18424 0.36706 -0.80818
F -7.99868 0.18103 0.51107
F -8.34393 1.69678 -1.01068
C -9.48782 -0.32804 -1.32818
F -10.43324 0.57333 -1.64952
F -9.15176 -0.93657 -2.50059
C -10.04952 -1.46592 -0.42286
F -10.76009 -2.29396 -1.22356
F -9.04763 -2.20528 0.09308
S -11.22855 -0.91447 0.95485
F -10.61792 0.54101 0.94874
F -10.18476 -1.33329 2.06944
F -11.83045 -2.37817 1.02059
F -12.31344 -0.52283 -0.10986
F -12.21508 -0.46635 2.09336
C -2.78168 -0.87903 -0.93222
O -3.59170 -1.79015 -0.88641
O -1.45725 -1.01855 -0.93535
C -0.98135 -2.36776 -1.03576
C -0.82279 -2.95356 0.35446
C -0.03669 -2.06725 1.32944
S 1.36398 -1.17787 0.56114
H -0.58919 3.41888 1.34743
H -0.97670 2.05296 2.32815
H -2.26619 3.15352 1.88558
H -0.90112 1.02838 0.27685
H -1.45955 2.47071 -0.62777
H -3.69337 2.09246 0.21255
H -4.49530 -0.06482 -2.50663
H -4.42972 1.63390 -2.17111
H -5.49341 -0.10724 0.04383
H -5.92953 1.54421 -0.42224
H -1.58427 -2.98343 -1.69043
H 0.00210 -2.30550 -1.48486
H -0.36004 -3.93302 0.30089
H -1.82043 -3.06396 0.77204
H 0.38508 -2.69363 2.10686
H -0.66998 -1.34375 1.82223
H 1.27850 0.04971 1.09156
C 1.10591 0.40536 7.03289
O 0.00702 0.98602 7.73954
C -0.92860 1.51397 6.95374
O -0.90957 1.53729 5.75291
O -1.89202 2.00892 7.72780
C -2.96958 2.60814 7.00557
H 1.78634 0.01784 7.78535
H 0.76865 -0.41234 6.39845
H 1.61918 1.15796 6.43695
H -3.45807 1.87579 6.36561
H -2.61406 3.44787 6.41156
H -3.67733 2.96655 7.74718
C -1.61154 -7.77993 -2.25383
O -0.78377 -6.64200 -1.99659
C 0.42146 -6.70233 -2.55425
O 0.84610 -7.60439 -3.22749
O 1.08069 -5.59211 -2.23573
C 2.40705 -5.51573 -2.76688
H -2.55327 -7.59786 -1.74531
H -1.79354 -7.88831 -3.32111
H -1.15601 -8.68423 -1.85508
H 2.38607 -5.53339 -3.85504
H 3.02204 -6.32947 -2.38659
H 2.81994 -4.56896 -2.43113
C 1.98360 7.23598 0.01312
O 2.92411 6.36252 0.64653
C 2.46234 5.13663 0.88129
O 1.36363 4.73389 0.61208
O 3.43112 4.43193 1.46476
C 3.07608 3.08176 1.77270
H 2.48262 8.19102 -0.12065
H 1.69455 6.84743 -0.96093
H 1.10591 7.37808 0.64013
H 2.82932 2.53247 0.86528
H 2.24265 3.05234 2.47300
H 3.94491 2.62520 2.23778
C 4.27695 -3.72051 5.40410
O 3.36060 -4.75825 5.75752
C 2.07968 -4.41598 5.64597
O 1.66483 -3.34638 5.28694
O 1.33772 -5.46250 5.99874
C -0.07089 -5.23432 5.92425
H 5.27384 -4.12933 5.53878
H 4.14489 -3.42838 4.36406
H 4.15057 -2.85820 6.05600
H -0.36902 -4.99978 4.90411
H -0.36636 -4.43113 6.59644
H -0.55046 -6.15756 6.23511
C 6.35105 5.77112 -0.58410
O 6.23193 4.94205 -1.74389
C 6.04622 5.61318 -2.88169
O 5.97500 6.80700 -2.99335
O 5.95085 4.72433 -3.86573
C 5.74218 5.28729 -5.16172
H 6.49287 5.11165 0.26725
H 7.21421 6.42911 -0.66657
H 5.44195 6.34850 -0.43199
H 6.57497 5.93047 -5.43972
H 4.80857 5.84553 -5.19154
H 5.68416 4.45203 -5.85301
C 1.63641 10.99323 -3.02998
O 0.70135 9.96698 -2.68922
C -0.57531 10.32555 -2.81383
O -0.97444 11.39892 -3.17465
O -1.33104 9.28525 -2.46704
C -2.73651 9.52815 -2.55319
H 2.62612 10.56986 -2.88513
H 1.52105 11.28791 -4.07092
H 1.51495 11.85588 -2.37786
H -3.02330 9.76611 -3.57550
H -3.02895 10.33431 -1.88334
H -3.22822 8.60979 -2.24648
C 6.52109 2.03661 -2.13728
O 6.46826 0.62018 -2.35360
C 5.88659 0.26379 -3.49291
O 5.42585 1.00644 -4.31813
O 5.90096 -1.06863 -3.56745
C 5.30169 -1.59234 -4.75187
H 7.01636 2.18557 -1.18210
H 7.09718 2.52597 -2.91715
H 5.52147 2.45760 -2.08853
H 5.83208 -1.24700 -5.63728
H 4.25192 -1.31008 -4.80940
H 5.38014 -2.67391 -4.68630
C 5.87443 -11.42584 0.15232
O 5.58563 -10.55366 -0.94050
C 4.30309 -10.54471 -1.30743
O 3.42446 -11.19007 -0.80095
O 4.16861 -9.70013 -2.32352
C 2.82794 -9.58550 -2.82561
H 6.93951 -11.33748 0.34577
H 5.32141 -11.12630 1.04054
H 5.64000 -12.45676 -0.10579
H 2.16390 -9.21882 -2.05380
H 2.47938 -10.54728 -3.19953
H 2.85574 -8.87451 -3.63931

Summary:
- SMILES: CC[C@H](I)N(CCC(F)(F)C(F)(F)C(F)(F)C(F)(F)S(F)(F)(F)(F)F)C(=O)OCCCS.COC(=O)OC.COC(=O)OC.COC(=O)OC.COC(=O)OC.COC(=O)OC.COC(=O)OC.COC(=O)OC.COC(=O)OC
- F_max: 2.0 eV Å⁻¹
- Calculated total energy: -159245.5812 eV
- E_LUMO: 0.27 eV
- Gap between HOMO and LUMO: 9.18 eV

---

Entry 2:
DFT (the ωB97M-V functional and the def2-TZVPD basis) results for a structure of composition C21H10BiBr2ClN5O5S.

Cartesian coordinates (Å):
Bi -1.19017 -1.38472 0.82426
O -2.48884 0.07329 4.51936
Cl -2.94489 -0.69268 3.42022
O -4.34471 -0.79620 3.34013
O -2.45863 0.02292 2.15582
O -2.29623 -1.97949 3.36244
S 6.57850 0.47386 0.72766
N 5.51712 0.57602 1.93159
C 4.34558 0.20897 1.44207
C 3.09828 0.16026 2.17374
C 2.98298 0.50037 3.52566
C 1.75220 0.41986 4.13317
C 0.65364 0.01418 3.37911
N 0.75268 -0.30102 2.09335
C 1.95329 -0.24819 1.48687
C 2.01835 -0.64980 0.07904
N 0.88005 -1.07278 -0.50487
C 0.88812 -1.42120 -1.78880
C 2.03771 -1.36226 -2.56792
C 3.21403 -0.94814 -1.98664
C 3.21624 -0.58617 -0.63782
C 4.40156 -0.14757 0.06676
N 5.61280 -0.04005 -0.45145
H 3.86524 0.81615 4.06734
H 1.61745 0.66804 5.17619
H -0.33032 -0.04137 3.83127
H -0.04772 -1.78304 -2.19682
H 1.99268 -1.65428 -3.60738
H 4.13928 -0.89803 -2.54639
Br -3.47448 -3.26146 -3.48653
C -3.21011 -1.46463 -3.02072
C -3.68657 -0.44537 -3.87215
C -3.49804 0.86851 -3.56919
Br -4.15376 2.19680 -4.73641
C -2.81718 1.24234 -2.38141
C -2.58235 2.56636 -1.96275
C -1.93234 2.81316 -0.78043
C -1.50668 1.74138 0.00134
N -1.69598 0.49031 -0.38125
C -2.34621 0.20787 -1.54477
C -2.54753 -1.16773 -1.85555
O -2.05107 -2.08452 -1.02239
H -4.20796 -0.72813 -4.77607
H -2.93177 3.38312 -2.57943
H -1.75566 3.82169 -0.43637
H -1.01864 1.89337 0.95612

Summary:
- Charge: +1
- F_max: 0.4 eV Å⁻¹
- Calculated total energy: -208898.7186 eV
- E_LUMO: -4.09 eV
- Gap between HOMO and LUMO: 7.12 eV